(1)
The ion C4HF2O2 with charge -1 at a distorted geometry, computed with wB97M-V/def2-TZVPD.

Geometry (Å):
C: -0.70973 1.09241 0.12662
C: -0.33317 -0.17274 0.24754
C: -0.49973 -1.75432 -0.19715
C: 0.74367 0.93060 0.22089
O: -0.12988 -1.76732 -1.36947
O: -0.82402 -2.59943 0.59005
F: 1.56202 1.38451 1.22284
F: 1.59073 1.10315 -0.91884
H: -1.39988 1.78313 0.07752

ΔE to the lowest compared entry with this formula, charge and spin ... 0.00 kcal per mole
Charge ... -1
Kohn-Sham gap ... 8.888 eV
Structure (SMILES) ... O=C([O-])C1=CC1(F)F
E_HOMO ... -4.78 eV
LUMO level ... 4.1 eV
M ... 119.05 g mol⁻¹

***

(2)
A cluster of 2 separate species, C4HF3 in total at a distorted geometry, computed with wB97M-V/def2-TZVPD.

Geometry (Å):
C: -1.04491 0.44522 2.30396
C: -1.84391 0.66409 1.46398
C: -0.28085 0.66676 -0.64414
C: 0.47037 -0.58031 -0.60630
F: 1.64710 -0.55169 0.09396
F: -0.16415 -1.75697 -0.36504
F: 0.96433 -0.51758 -1.87704
H: 0.25202 1.63048 -0.36939

ΔE to the lowest compared entry with this formula, charge and spin ... 170.19 kcal per mole
Charge ... 0
Kohn-Sham gap (alpha / beta) ... 8.260 / 7.008 eV
E_HOMO (alpha / beta) ... -11.36 / -10.59 eV
LUMO level (alpha / beta) ... -3.1 / -3.6 eV
M ... 106.05 g mol⁻¹

***

(3)
The ion C4HFN2O4S with charge -2 at a distorted geometry, computed with wB97M-V/def2-TZVPD.

Geometry (Å):
C: -0.37706 -0.42425 -0.30293
C: -1.38708 0.38424 -0.55498
C: -2.51393 0.44321 0.47435
C: -1.31080 -1.16762 1.69653
N: -2.39162 -0.43140 1.47351
N: -0.22211 -1.02338 0.85825
O: 1.78568 0.26265 1.68545
O: -3.44546 1.21087 0.44736
O: -1.22003 -1.99591 2.65259
O: 2.34610 -1.85112 0.53945
F: -1.49802 1.01594 -1.82610
S: 1.47604 -1.21047 1.64321
H: 0.61102 -0.51659 -1.01058

Charge ... -2
Kohn-Sham gap ... 6.946 eV
E_HOMO ... -0.87 eV
LUMO level ... 6.1 eV
M ... 192.13 g mol⁻¹

***

(4)
A cluster of 2 separate species, C4HIN2 in total at a distorted geometry, computed with wB97M-V/def2-TZVPD.

Geometry (Å):
C: 0.26265 0.91541 0.07930
C: -1.02593 0.51417 0.21152
C: 1.45146 1.08662 -0.17290
C: -2.18234 0.15967 0.20568
N: 1.45475 -1.59764 0.33940
N: 1.73866 -2.13935 -0.57090
I: -4.10711 -0.24457 -0.09076
H: 2.40786 1.30568 -0.00134

ΔE to the lowest compared entry with this formula, charge and spin ... 33.29 kcal per mole
Charge ... 0
Kohn-Sham gap ... 9.381 eV
Structure (SMILES) ... C#CC#CI.N#N
E_HOMO ... -9.20 eV
LUMO level ... 0.2 eV
M ... 203.97 g mol⁻¹